# 1
{"formula": "C18H30KO15", "method": "ωB97M-V/def2-TZVPD", "e_tot_ev": -66184.0096, "max_force_ev_per_a": 9.82, "homo_ev": -12.097, "homo_lumo_gap_ev": 10.09, "lumo_energy_ev": -2.0, "mol_weight_g_mol": 525.521, "total_charge": 1, "symbols": ["K", "C", "C", "C", "O", "C", "O", "O", "H", "H", "H", "H", "H", "H", "C", "C", "C", "O", "C", "O", "O", "H", "H", "H", "H", "H", "H", "C", "C", "C", "O", "C", "O", "O", "H", "H", "H", "H", "H", "H", "C", "O", "C", "O", "O", "C", "H", "H", "H", "H", "H", "H", "C", "O", "C", "O", "O", "C", "H", "H", "H", "H", "H", "H"], "xyz": [[1.548227, 0.949796, 0.909812], [-2.350406, 0.871800, 3.076420], [-2.445726, 1.670019, 1.754418], [-3.042111, 3.108037, 1.804356], [-1.876029, 3.914075, 1.605733], [-0.831302, 3.151138, 1.357192], [0.295387, 3.523953, 1.178629], [-1.092158, 1.912281, 1.388840], [-2.174186, -0.154125, 2.757124], [-3.301753, 0.938722, 3.598390], [-1.599911, 1.336969, 3.779141], [-2.890512, 1.073833, 0.943287], [-3.451418, 3.267174, 2.744543], [-3.659124, 3.202504, 0.939923], [-2.158661, 4.767018, -1.630138], [-2.134275, 3.484758, -2.419008], [-1.052496, 3.308065, -3.562083], [-0.517730, 2.067312, -3.296407], [-0.793988, 1.684900, -2.042558], [-0.174815, 0.801831, -1.425926], [-1.723785, 2.480434, -1.530849], [-2.450946, 5.689120, -2.077815], [-1.236343, 4.870948, -1.133244], [-2.908047, 4.728944, -0.764144], [-3.139840, 3.346844, -2.813853], [-0.382117, 4.181251, -3.522486], [-1.332367, 3.264125, -4.595459], [-2.163034, -4.313840, -1.214048], [-1.984864, -2.897021, -1.560646], [-3.035554, -1.930530, -1.190252], [-2.403341, -1.032388, -0.275247], [-1.192244, -1.462459, 0.056193], [-0.525826, -0.950288, 0.959329], [-0.868284, -2.552414, -0.615168], [-2.933589, -4.744196, -1.816591], [-2.467362, -4.379025, -0.215851], [-1.282616, -4.947687, -1.288449], [-1.706485, -2.765078, -2.597779], [-3.983677, -2.450939, -0.875458], [-3.303154, -1.399378, -2.115825], [2.015046, -2.306981, -2.074408], [2.576080, -1.306954, -1.155278], [3.619799, -0.576746, -1.528907], [4.279397, -0.800398, -2.773913], [3.910994, 0.399779, -0.726788], [4.972337, 1.267983, -1.088553], [2.707773, -2.888879, -2.713361], [1.253148, -1.880755, -2.782199], [1.448598, -3.039527, -1.491735], [5.948634, 1.101764, -0.645957], [4.623280, 2.229901, -0.964498], [5.133936, 1.370530, -2.164829], [4.077474, -1.605633, 4.550626], [3.169979, -2.633303, 4.239866], [2.523578, -2.511989, 3.094432], [2.491775, -1.344939, 2.363269], [1.928017, -3.636977, 2.744556], [1.387850, -3.796410, 1.461265], [4.447441, -1.793705, 5.502372], [3.607717, -0.697367, 4.617697], [4.916286, -1.595284, 3.883460], [0.676535, -4.598670, 1.511354], [2.182355, -4.100310, 0.739626], [0.828431, -2.871617, 1.127859]], "atomic_forces_ev_per_a": [[-0.134, -0.464, 0.013], [-0.498, 1.091, -0.331], [-0.209, -0.667, 0.796], [2.072, -1.956, -1.433], [-0.606, 1.098, 0.244], [1.507, 1.925, 0.169], [0.651, 0.923, -0.394], [-0.678, -3.021, -0.437], [0.445, 0.004, 0.664], [-0.234, -0.232, 0.025], [-0.488, -0.765, -0.944], [0.078, 0.166, 0.454], [-1.065, 0.825, 1.438], [-0.914, 0.575, -0.175], [-1.473, -0.305, 1.840], [-0.332, 1.294, -1.938], [-1.218, 2.301, 0.264], [1.415, -1.654, 0.805], [2.356, -1.354, 1.135], [-1.975, 2.101, -1.734], [-0.435, -1.347, 1.331], [0.085, 0.408, -1.145], [1.391, 0.449, 0.484], [0.824, -0.498, -1.195], [-0.075, -0.780, 0.086], [0.604, -0.687, 0.399], [-1.048, 0.166, -0.369], [-0.442, -1.096, -0.888], [2.577, -0.885, 0.860], [-1.675, 0.342, -1.065], [-1.369, 0.265, 0.062], [1.417, 0.770, 2.344], [-1.241, -1.098, -2.076], [-0.086, 0.653, -1.187], [-0.588, -0.486, -0.485], [-0.634, -0.121, 1.670], [0.237, 0.345, -0.391], [0.714, 0.151, -0.065], [1.009, 0.825, 0.622], [-0.070, 0.336, 0.572], [-0.716, -0.410, -1.089], [0.298, 0.071, -0.274], [2.995, -2.668, -8.965], [-3.880, 1.343, 7.677], [-0.271, -0.428, 0.784], [1.134, 0.066, -2.066], [0.322, 0.918, 0.739], [0.930, 0.320, 0.817], [0.383, 0.489, 0.445], [-0.364, -0.474, 0.530], [-0.728, 2.133, 1.499], [-0.099, -1.241, -0.111], [0.792, -0.743, -0.452], [-1.024, -0.871, -1.206], [-0.180, 5.466, -3.706], [0.200, -6.173, 3.761], [0.966, 0.676, 1.522], [-0.552, 1.237, -1.869], [0.590, -0.783, 1.767], [-1.186, 2.311, -0.328], [0.221, 0.081, -0.647], [-0.251, -0.437, 0.265], [-0.470, 0.484, 0.517], [0.996, -0.968, 0.364]], "nbo_charge": [0.9579, -0.6365, 0.0695, -0.0928, -0.4750, 0.9846, -0.6578, -0.4859, 0.2447, 0.2170, 0.2251, 0.2132, 0.2064, 0.1946, -0.6412, 0.0667, -0.0982, -0.4684, 1.0060, -0.6544, -0.4914, 0.2429, 0.2263, 0.2238, 0.1934, 0.1914, 0.2124, -0.6240, 0.0700, -0.1070, -0.4854, 1.0107, -0.6531, -0.4924, 0.2246, 0.2170, 0.2387, 0.2043, 0.2114, 0.2015, -0.2589, -0.4994, 0.9884, -0.7091, -0.5013, -0.2737, 0.2301, 0.1980, 0.1987, 0.2121, 0.1916, 0.2353, -0.2391, -0.4601, 1.0142, -0.7753, -0.4703, -0.2697, 0.1998, 0.1918, 0.1925, 0.1969, 0.1909, 0.2266]}

# 2
{"formula": "C3H5NO3", "method": "ωB97M-V/def2-TZVPD", "e_tot_ev": -10822.7530, "max_force_ev_per_a": 0.73, "homo_ev": -9.928, "homo_lumo_gap_ev": 10.48, "lumo_energy_ev": 0.6, "mol_weight_g_mol": 103.077, "symbols": ["N", "C", "O", "C", "O", "C", "O", "H", "H", "H", "H", "H"], "xyz": [[-0.197316, -1.173670, -0.195154], [-0.844800, 0.222306, 0.431642], [-1.911607, 0.212676, 0.961513], [0.445224, 1.004142, 0.666292], [1.328865, 0.487106, -0.320087], [0.418344, -0.171007, -1.192614], [-0.668571, 0.531372, -1.410086], [-0.974445, -1.694640, -0.596775], [0.401498, -1.734686, 0.414198], [0.228967, 2.064497, 0.518614], [0.861823, 0.825258, 1.662914], [0.967753, -0.630645, -2.019718]], "atomic_forces_ev_per_a": [[-0.090, -0.212, 0.047], [-0.406, 0.037, 0.511], [0.623, 0.095, -0.377], [-0.123, 0.131, 0.155], [-0.026, 0.060, -0.046], [0.070, -0.313, -0.198], [0.009, 0.003, -0.024], [0.173, 0.044, 0.052], [-0.100, 0.097, -0.157], [0.061, -0.100, 0.057], [-0.117, 0.007, -0.134], [-0.073, 0.151, 0.113]], "nbo_charge": [-0.6896, 0.7205, -0.5673, -0.1855, -0.5269, 0.5029, -0.6770, 0.4219, 0.4037, 0.2195, 0.2029, 0.1749]}

# 3
{"formula": "CH3INP", "method": "ωB97M-V/def2-TZVPD", "e_tot_ev": -19963.9968, "max_force_ev_per_a": 2.01, "homo_ev": -9.075, "homo_lumo_gap_ev": 9.32, "lumo_energy_ev": 0.2, "mol_weight_g_mol": 186.920, "smiles": "C#N.PI", "symbols": ["C", "N", "H", "P", "I", "H", "H"], "xyz": [[2.982955, -0.358913, -0.155793], [2.452855, 0.623235, -0.407741], [3.531530, -1.152772, 0.219846], [-1.671588, -0.155716, 0.281058], [-3.884585, -0.568419, -0.458443], [-2.185745, 0.717891, 1.169454], [-1.225419, 0.894692, -0.648380]], "atomic_forces_ev_per_a": [[-0.487, 1.327, -0.004], [-0.165, -0.098, -0.237], [0.617, -1.230, 0.247], [1.690, -0.146, -1.081], [-0.990, -0.290, -0.688], [-0.099, 1.169, 1.185], [-0.567, -0.732, 0.579]], "nbo_charge": [0.0797, -0.3019, 0.2225, 0.1338, -0.1153, -0.0267, 0.0079]}

# 4
{"formula": "C3H4N2O2", "method": "ωB97M-V/def2-TZVPD", "e_tot_ev": -10248.4243, "max_force_ev_per_a": 0.71, "homo_ev": -10.633, "homo_lumo_gap_ev": 11.44, "lumo_energy_ev": 0.8, "mol_weight_g_mol": 100.077, "smiles": "CN1C(=O)N1C=O", "symbols": ["C", "N", "C", "O", "N", "C", "O", "H", "H", "H", "H"], "xyz": [[0.795767, -1.516868, -0.065484], [-0.296580, -0.548318, -0.019951], [-0.558589, 0.278429, -1.057448], [-1.085991, 0.444213, -2.107688], [0.162707, 0.906311, -0.018770], [-0.561214, 1.705410, 0.926281], [-1.380534, 1.289624, 1.692148], [1.703243, -1.094552, -0.512475], [1.005251, -1.854713, 0.950785], [0.448631, -2.365049, -0.661137], [-0.232689, 2.755513, 0.873739]], "atomic_forces_ev_per_a": [[0.082, -0.118, 0.003], [-0.188, -0.167, -0.165], [-0.295, -0.034, -0.477], [0.422, -0.064, 0.571], [0.096, 0.233, 0.093], [-0.401, -0.091, 0.308], [0.513, 0.180, -0.244], [-0.171, -0.014, 0.038], [-0.030, 0.061, -0.148], [0.064, 0.091, 0.089], [-0.094, -0.077, -0.068]], "nbo_charge": [-0.4255, -0.2794, 0.8007, -0.4984, -0.4130, 0.5301, -0.4937, 0.2033, 0.2173, 0.2232, 0.1354]}

# 5
{"formula": "C43H41GdN4O10S", "method": "ωB97M-V/def2-TZVPD", "e_tot_ev": -103354.4355, "spin_multiplicity": 8, "max_force_ev_per_a": 4.51, "homo_ev": [-5.240, -8.567], "homo_lumo_gap_ev": [4.25, 5.62], "s_squared": 16.8208, "lumo_energy_ev": [-1.0, -2.9], "mol_weight_g_mol": 963.136, "symbols": ["Gd", "C", "C", "C", "C", "C", "C", "C", "C", "C", "C", "H", "H", "H", "H", "H", "H", "H", "H", "H", "H", "H", "H", "H", "H", "O", "C", "O", "C", "C", "C", "C", "C", "C", "O", "N", "O", "O", "N", "O", "O", "H", "H", "C", "C", "C", "C", "C", "C", "C", "S", "O", "O", "N", "C", "C", "C", "C", "C", "C", "C", "C", "N", "C", "H", "H", "H", "H", "H", "H", "H", "H", "H", "H", "H", "H", "H", "C", "C", "C", "C", "C", "C", "C", "O", "C", "C", "C", "H", "H", "H", "H", "H", "H", "H", "H", "H", "H", "H", "H"], "xyz": [[0.244740, -0.166201, -0.344424], [-0.969743, -5.062878, -2.537412], [-1.657244, -4.545881, -1.268799], [-0.712411, -4.693841, -0.076770], [-2.169432, -3.123152, -1.460267], [-2.585351, -2.700014, -2.720526], [-3.130074, -1.446439, -2.927500], [-3.339850, -0.571374, -1.869692], [-4.065604, 0.730140, -2.087392], [-2.938715, -0.981277, -0.601455], [-2.331272, -2.223807, -0.399771], [-0.449780, -5.997593, -2.325402], [-0.241779, -4.332517, -2.884600], [-1.679499, -5.253118, -3.343057], [-2.535257, -5.177044, -1.085904], [0.105809, -3.981521, -0.143934], [-0.287729, -5.698572, -0.057561], [-1.211813, -4.536362, 0.878180], [-2.494421, -3.360377, -3.572196], [-3.443167, -1.160792, -3.925820], [-5.026678, 0.549502, -2.571377], [-3.491221, 1.393959, -2.736584], [-4.250674, 1.238424, -1.141072], [-3.238013, -0.397081, 0.257469], [-2.111890, -2.532398, 0.612611], [1.392876, -3.224603, 2.349679], [1.232531, -2.065260, 2.015706], [0.311931, -1.655650, 1.193625], [2.147888, -1.002322, 2.599160], [3.136207, -1.406842, 3.462990], [3.975754, -0.481285, 4.075789], [3.790110, 0.873346, 3.872365], [2.777329, 1.302510, 3.044238], [1.957895, 0.385461, 2.300130], [1.126172, 0.792083, 1.417069], [2.570040, 2.730814, 2.925486], [3.538785, 3.459555, 3.062304], [1.427010, 3.147660, 2.815986], [5.026217, -0.932699, 4.964100], [5.203728, -2.133740, 5.074061], [5.680784, -0.087891, 5.553007], [3.248165, -2.463119, 3.664971], [4.417601, 1.590849, 4.380639], [4.251459, -6.005963, -0.262310], [3.646592, -4.787146, -0.897940], [3.522598, -3.608610, -0.162585], [2.934340, -2.487929, -0.715995], [2.467622, -2.541819, -2.022650], [2.637205, -3.679241, -2.791298], [3.221716, -4.799546, -2.222467], [1.514365, -1.205839, -2.688008], [0.153419, -1.394882, -2.107966], [1.551457, -1.236936, -4.120004], [2.025856, 0.108991, -1.965485], [2.227940, 1.279138, -2.703687], [2.891545, 1.362945, -3.908815], [3.062031, 2.599685, -4.552215], [2.619847, 3.762851, -3.988920], [1.959241, 3.725372, -2.743878], [1.535140, 4.882718, -2.056557], [0.918248, 4.755265, -0.845790], [0.663605, 3.468575, -0.341743], [1.012792, 2.365396, -0.958807], [1.713749, 2.476842, -2.122301], [3.799252, -6.187157, 0.713080], [5.322393, -5.862872, -0.104601], [4.116704, -6.887035, -0.887457], [3.872041, -3.578988, 0.861256], [2.879134, -1.563226, -0.154667], [2.308880, -3.673609, -3.823025], [3.333467, -5.695756, -2.820153], [3.276071, 0.462628, -4.363081], [3.577767, 2.622354, -5.503718], [2.773906, 4.716730, -4.477673], [1.726857, 5.856380, -2.491293], [0.616764, 5.620130, -0.270556], [0.179311, 3.349738, 0.618154], [-6.042457, 5.251546, 2.801704], [-4.895928, 4.364465, 2.420308], [-4.385978, 4.360696, 1.129373], [-3.339905, 3.533346, 0.748166], [-2.814653, 3.703968, -0.652282], [-2.783689, 2.654496, 1.714442], [-1.762146, 1.665691, 1.430255], [-1.440191, 1.245549, 0.318126], [-3.270451, 2.679584, 3.045584], [-2.699940, 1.792723, 4.122736], [-4.315528, 3.522266, 3.364904], [-6.301990, 5.933083, 1.993966], [-5.798060, 5.836091, 3.689379], [-6.921671, 4.650375, 3.040980], [-4.814138, 5.028407, 0.390310], [-3.610493, 4.059233, -1.305978], [-2.392767, 2.798786, -1.062854], [-2.029102, 4.463012, -0.645949], [-1.282558, 1.214158, 2.305676], [-2.846131, 0.736443, 3.891987], [-3.189755, 1.998348, 5.071762], [-1.629738, 1.963074, 4.252380], [-4.696002, 3.526823, 4.380132]], "atomic_forces_ev_per_a": [[-0.827, 2.278, 2.213], [-0.141, -0.071, 0.094], [0.137, 0.016, -0.003], [-0.140, 0.013, -0.043], [-0.148, -0.012, 0.118], [0.068, 0.026, -0.042], [-0.025, 0.043, 0.007], [-0.070, 0.098, 0.009], [0.063, -0.097, 0.012], [-0.191, -0.478, -0.065], [-0.459, -0.280, -0.172], [-0.008, -0.009, -0.022], [0.138, 0.035, -0.083], [0.061, -0.009, -0.016], [0.002, 0.007, 0.008], [0.145, 0.085, 0.061], [-0.026, -0.006, 0.003], [0.041, 0.078, 0.023], [0.035, 0.018, 0.028], [0.002, 0.006, 0.003], [-0.007, 0.032, -0.001], [-0.027, 0.050, 0.028], [0.012, 0.033, -0.028], [0.169, 0.109, 0.012], [0.187, 0.001, 0.006], [-0.118, 0.046, -0.112], [0.445, -0.152, 0.511], [-0.017, -0.559, -0.165], [-0.355, 0.250, -0.324], [0.314, -0.080, 0.204], [-0.479, 0.018, -0.365], [0.069, 0.161, 0.175], [-0.168, -0.808, -0.421], [0.304, 0.049, 0.521], [0.435, 0.536, 0.387], [-0.135, 0.680, 0.615], [-0.024, -0.171, -0.264], [0.090, -0.246, -0.183], [0.331, -0.099, 0.268], [-0.054, 0.122, -0.037], [-0.108, -0.085, -0.102], [-0.008, 0.005, 0.007], [0.004, 0.014, -0.034], [0.040, 0.053, 0.005], [0.042, -0.022, -0.030], [-0.050, 0.009, 0.015], [0.069, 0.067, -0.039], [-0.028, 0.270, -0.052], [-0.150, 0.044, -0.194], [-0.035, 0.059, 0.009], [0.519, -0.995, -1.169], [0.403, -1.228, -1.680], [0.048, 0.012, 0.134], [0.106, 0.667, -0.758], [-1.638, -0.221, 3.027], [1.834, 1.451, -3.862], [0.758, -3.753, -0.274], [-0.610, 1.425, 0.768], [-0.413, 0.882, 0.957], [1.000, -0.180, -2.044], [-1.216, -1.587, 2.294], [-0.369, 3.433, 0.748], [0.779, -2.270, -1.937], [-0.333, -0.093, 0.866], [-0.001, -0.041, -0.016], [-0.006, -0.011, 0.005], [-0.013, -0.012, 0.025], [-0.026, 0.026, 0.027], [0.018, -0.031, 0.113], [-0.037, -0.078, 0.029], [0.027, -0.012, 0.032], [0.031, 0.064, -0.082], [0.007, -0.087, 0.041], [-0.020, -0.013, 0.018], [0.005, -0.035, -0.028], [-0.003, -0.047, 0.049], [0.019, 0.061, 0.052], [-0.005, -0.006, 0.007], [0.101, -0.067, -0.016], [-0.044, -0.008, 0.057], [0.125, -0.169, 0.033], [0.004, 0.020, 0.109], [-0.241, 0.286, -0.175], [-0.046, -0.045, 0.146], [-0.414, 0.606, 0.021], [0.091, -0.065, -0.073], [0.022, -0.004, 0.011], [-0.070, 0.048, 0.080], [-0.016, 0.012, 0.013], [-0.009, 0.015, -0.009], [-0.010, 0.014, -0.007], [0.009, 0.004, 0.005], [-0.006, -0.007, -0.001], [0.067, -0.077, -0.053], [0.047, -0.026, -0.024], [0.116, 0.038, -0.107], [0.011, -0.008, 0.051], [-0.003, -0.001, 0.005], [-0.011, -0.011, 0.048], [0.008, -0.003, 0.001]], "lowdin_spin": [5.0793, 0.0000, 0.0000, 0.0001, 0.0006, 0.0002, 0.0000, 0.0002, 0.0001, -0.0007, -0.0001, 0.0000, 0.0000, 0.0000, 0.0000, 0.0001, 0.0000, 0.0000, 0.0000, 0.0000, 0.0000, 0.0000, 0.0000, 0.0000, 0.0001, -0.0041, -0.0003, -0.0229, 0.0002, 0.0002, -0.0002, -0.0001, -0.0010, 0.0000, -0.0118, 0.0009, 0.0016, 0.0003, 0.0000, 0.0000, -0.0001, 0.0000, 0.0000, 0.0002, 0.0009, 0.0001, 0.0038, 0.0021, 0.0006, 0.0001, 0.0218, 0.0162, 0.0022, 0.1499, 0.3076, 0.2396, 0.1146, 0.3291, 0.0193, 0.2090, 0.1146, 0.1478, 0.1900, 0.0434, 0.0000, 0.0001, 0.0000, 0.0000, 0.0017, 0.0000, 0.0000, 0.0090, 0.0007, 0.0143, 0.0093, 0.0028, 0.0054, 0.0001, 0.0008, 0.0000, 0.0008, 0.0035, -0.0005, 0.0011, -0.0082, 0.0006, 0.0001, 0.0000, 0.0000, 0.0000, 0.0000, 0.0000, 0.0001, 0.0003, 0.0022, 0.0001, 0.0000, 0.0000, 0.0000, 0.0000]}

Number 5 is which compound?
C43H41GdN4O10S